Record 1
The following is a quantum chemistry calculation of 14 unconnected molecules or ions with the total composition C56H91F21O35 in a non-equilibrium geometry, from the OMol25 dataset.

Properties
Lowest unoccupied orbital energy, eV: 0.0
Orbital gap, eV: 10.370
HOMO, Ha: -0.381
Largest force on an atom, eV/A: 6.2
Molar mass, g/mol: 1723.3

Positions of all 203 atoms, in Å:
1 C -3.9119 3.6428 -5.5807
2 C -3.0425 3.7547 -6.8519
3 O -3.5527 3.0033 -7.9481
4 C -3.0976 3.3722 -9.1746
5 O -2.2280 4.2266 -9.3764
6 O -3.7041 2.7492 -10.0648
7 C -3.6380 3.0840 -11.5551
8 H -4.3288 2.6374 -5.5227
9 H -4.7106 4.3835 -5.6222
10 H -3.3158 3.8473 -4.6914
11 H -2.0831 3.3143 -6.5806
12 H -2.8022 4.8137 -6.9456
13 H -4.0791 2.2407 -12.0866
14 H -2.5696 3.0800 -11.7714
15 H -3.9684 4.0673 -11.8899
16 C 6.1898 -1.9482 3.3196
17 C 7.3069 -0.9758 3.7816
18 O 8.3424 -1.5155 4.6535
19 C 8.1848 -1.5154 5.9561
20 O 7.3914 -0.9035 6.5945
21 O 9.2376 -2.1861 6.4753
22 C 9.4981 -2.3316 7.8055
23 H 5.2346 -1.4823 3.5617
24 H 6.3335 -2.8740 3.8766
25 H 6.3303 -2.1282 2.2538
26 H 6.9062 -0.1498 4.3691
27 H 7.6053 -0.5994 2.8032
28 H 9.5572 -1.3697 8.3147
29 H 10.3973 -2.9208 7.9857
30 H 8.6077 -2.7243 8.2967
31 C 2.3184 -0.0331 -1.1766
32 C 0.8507 0.1861 -0.6840
33 O 0.6320 0.0115 0.6705
34 C 0.1628 -1.1007 1.1383
35 O -0.4119 -2.0225 0.5776
36 O 0.2600 -1.0788 2.4937
37 C -0.3095 -2.0610 3.3855
38 H 2.9783 0.4468 -0.4538
39 H 2.3612 0.4182 -2.1678
40 H 2.6212 -1.0774 -1.2533
41 H 0.3439 -0.5581 -1.2983
42 H 0.4028 1.1624 -0.8692
43 H 0.2584 -2.9854 3.2802
44 H -1.3860 -2.2182 3.3190
45 H -0.2259 -1.6552 4.3937
46 C 1.5362 -8.9749 -9.5853
47 C 1.1841 -7.5719 -10.2522
48 O 0.8676 -6.4573 -9.4321
49 C 0.9086 -5.1355 -9.7621
50 O 1.0847 -4.7416 -10.9093
51 O 1.0348 -4.4961 -8.6040
52 C 1.2524 -3.0589 -8.6162
53 H 0.6324 -9.3064 -9.0741
54 H 2.2904 -8.7455 -8.8325
55 H 1.9654 -9.6884 -10.2888
56 H 0.5624 -7.8088 -11.1156
57 H 2.0797 -7.2541 -10.7861
58 H 1.4450 -2.7812 -7.5799
59 H 0.4139 -2.4432 -8.9414
60 H 2.1627 -2.9465 -9.2052
61 C -1.0458 8.5583 -2.3735
62 C 0.3846 8.9517 -2.2169
63 O 1.1684 7.7561 -2.2097
64 C 2.4616 7.8571 -1.9711
65 O 3.1085 8.9147 -2.0636
66 O 2.9895 6.5067 -1.7170
67 C 4.2760 6.2665 -1.2470
68 H -1.5891 9.5004 -2.3004
69 H -1.4187 7.9991 -1.5154
70 H -1.2606 8.1213 -3.3486
71 H 0.4791 9.5348 -1.3008
72 H 0.7750 9.5914 -3.0084
73 H 4.7172 6.9172 -0.4920
74 H 4.9892 6.3820 -2.0632
75 H 4.4431 5.2536 -0.8808
76 C 11.2393 2.9057 -6.0016
77 C 10.0665 2.3478 -5.1321
78 O 10.5195 1.0534 -4.5922
79 C 9.6164 0.4062 -3.8252
80 O 8.4176 0.8282 -3.6720
81 O 10.0455 -0.8666 -3.6551
82 C 9.3052 -1.8233 -2.8173
83 H 12.1611 2.7675 -5.4364
84 H 11.0178 3.9510 -6.2170
85 H 11.3305 2.4737 -6.9982
86 H 9.1810 2.2817 -5.7643
87 H 9.8599 3.0087 -4.2903
88 H 8.2402 -1.9019 -3.0361
89 H 9.4199 -1.5390 -1.7713
90 H 9.7556 -2.8059 -2.6766
91 C -3.5580 -5.1954 9.8502
92 C -2.2773 -5.7924 9.2067
93 O -1.1816 -5.6957 10.0782
94 C 0.0913 -5.8463 9.6055
95 O 0.5052 -5.5197 8.5052
96 O 0.9894 -6.2051 10.5919
97 C 2.3272 -6.3823 10.3101
98 H -3.3583 -4.1746 10.1762
99 H -3.8646 -5.7766 10.7198
100 H -4.2885 -5.1323 9.0436
101 H -2.1198 -5.2265 8.2885
102 H -2.4968 -6.7252 8.6872
103 H 2.4466 -7.2882 9.7156
104 H 2.9872 -6.4473 11.1751
105 H 2.7619 -5.5484 9.7591
106 C -5.3163 2.0779 7.2638
107 C -5.9265 0.8915 6.5959
108 O -7.3588 1.0412 6.7095
109 C -8.0596 0.0788 6.1410
110 O -7.6034 -0.9130 5.5721
111 C -9.5650 0.3819 6.0349
112 F -10.2636 -0.4639 6.8006
113 F -9.7389 1.6635 6.3918
114 F -9.8396 0.0949 4.7513
115 H -5.9132 2.9886 7.3133
116 H -4.3537 2.1434 6.7567
117 H -5.1214 1.8796 8.3178
118 H -5.5271 -0.0100 7.0606
119 H -5.6427 0.8315 5.5452
120 C -11.1598 -2.4379 -0.3547
121 C -10.8987 -3.9160 0.0358
122 O -9.7769 -4.0521 0.8742
123 C -9.4480 -5.2800 1.2958
124 O -10.2418 -6.1846 1.4195
125 C -7.9905 -5.5393 1.7619
126 F -7.9902 -6.1117 2.9836
127 F -7.3114 -6.3741 0.9307
128 F -7.2429 -4.3960 1.8789
129 H -10.3947 -2.0060 -0.9998
130 H -11.1699 -1.8595 0.5691
131 H -12.1396 -2.3053 -0.8136
132 H -10.5160 -4.6301 -0.6933
133 H -11.8052 -4.3969 0.4034
134 C -2.5016 8.1871 7.1014
135 C -1.1795 8.0216 6.3818
136 O -1.0952 6.9041 5.5459
137 C -1.1606 7.0230 4.1678
138 O -1.6251 7.9736 3.5404
139 C -0.9229 5.6236 3.4819
140 F 0.3629 5.5354 3.2193
141 F -1.2186 4.6814 4.4157
142 F -1.7371 5.4289 2.4155
143 H -3.1534 7.3179 7.0143
144 H -3.0987 9.0367 6.7701
145 H -2.2704 8.1696 8.1664
146 H -0.3317 7.9438 7.0625
147 H -0.9454 8.9781 5.9145
148 C 5.6259 10.3112 -7.9670
149 C 4.4996 9.5950 -8.7158
150 O 4.5185 8.1906 -8.4895
151 C 3.4720 7.5669 -8.0524
152 O 2.3776 8.0793 -7.7495
153 C 3.5868 6.0666 -7.9480
154 F 4.8325 5.6612 -7.7181
155 F 2.8564 5.6291 -6.9726
156 F 3.1578 5.4921 -9.0537
157 H 6.6276 10.2308 -8.3893
158 H 5.7463 9.8426 -6.9902
159 H 5.3784 11.3687 -8.0598
160 H 4.5246 9.7256 -9.7977
161 H 3.5683 10.0146 -8.3355
162 C 2.3081 1.5110 8.4000
163 C 1.7724 2.4386 9.5320
164 O 2.2782 2.1807 10.8216
165 C 1.5561 1.3436 11.6614
166 O 0.4225 0.9636 11.4710
167 C 2.2725 1.0709 12.9297
168 F 3.1483 0.0303 12.7759
169 F 3.0781 2.0787 13.2571
170 F 1.3757 0.8769 13.9110
171 H 1.7618 1.6305 7.4644
172 H 2.3791 0.4493 8.6364
173 H 3.3018 1.9214 8.2207
174 H 0.6930 2.3109 9.6146
175 H 1.9802 3.4427 9.1623
176 C -0.9214 -6.9309 -3.9589
177 C -0.4306 -6.3264 -2.6813
178 O 0.6021 -6.9842 -2.0546
179 C 1.8277 -6.4028 -2.1970
180 O 2.1439 -5.4217 -2.9019
181 C 2.9286 -7.1150 -1.3841
182 F 4.0795 -6.5677 -1.6176
183 F 2.6048 -6.8913 -0.1100
184 F 2.9591 -8.4117 -1.6683
185 H -0.1567 -6.8089 -4.7260
186 H -1.7737 -6.4973 -4.4819
187 H -0.9757 -8.0145 -3.8538
188 H -1.1838 -6.1864 -1.9060
189 H -0.2767 -5.2953 -2.9996
190 C -6.0298 -2.8765 -2.5779
191 C -7.0663 -3.5411 -3.5673
192 O -7.2338 -4.9138 -3.2380
193 C -7.8043 -5.8022 -4.0452
194 O -8.1532 -5.5660 -5.1963
195 C -8.1660 -7.1289 -3.3946
196 F -7.9411 -8.1579 -4.1829
197 F -7.4996 -7.3181 -2.2710
198 F -9.4490 -7.1323 -3.0678
199 H -6.4775 -2.5547 -1.6377
200 H -5.6005 -2.0552 -3.1517
201 H -5.3132 -3.6474 -2.2945
202 H -6.6066 -3.4097 -4.5468
203 H -7.9786 -2.9462 -3.5250

***

Record 2
The following is a quantum chemistry calculation of a molecular structure, C25H46CdCl2N3O6Si in a non-equilibrium geometry, from the OMol25 dataset.

Properties
Charge: -1
Lowest unoccupied orbital energy, eV: 2.1
Orbital gap, eV: 4.700
HOMO, Ha: -0.094
Energy relative to the best compared isomer or geometry (same formula, charge and spin), kJ/mol: 430.6
Largest force on an atom, eV/A: 3.8
Molar mass, g/mol: 696.1

Positions of all 84 atoms, in Å:
1 C -1.5717 -0.4776 -4.2364
2 C -1.0282 -1.6806 -3.5092
3 H -1.6215 -0.6228 -5.3179
4 H -0.8942 0.3603 -3.9936
5 H -2.5793 -0.1880 -3.8864
6 C -0.6051 -2.8464 -4.0993
7 C -0.4445 -3.0276 -5.5608
8 H -0.3111 -3.6793 -3.4577
9 H -0.1901 -2.0775 -6.0599
10 H -1.3099 -3.4756 -6.0803
11 H 0.3988 -3.7157 -5.7106
12 Cd 0.2593 1.3407 1.3218
13 Cl 1.5196 4.0146 0.9119
14 C 0.1364 -1.6747 2.0042
15 O 0.9744 -0.8002 1.6721
16 N 0.3922 -2.6347 2.8898
17 C 1.7537 -2.8842 3.3368
18 C -0.6639 -3.5089 3.3656
19 H -0.8780 -1.6932 1.5849
20 H 2.3588 -1.9879 3.1778
21 H 2.1888 -3.7225 2.7698
22 H 1.7031 -3.1426 4.4013
23 H -1.6161 -2.9776 3.2956
24 H -0.4512 -3.7710 4.4079
25 H -0.7299 -4.4235 2.7594
26 H 1.2420 3.5313 6.2509
27 H -1.0947 4.9399 5.7882
28 C 1.3577 3.5266 5.1646
29 C -0.7636 4.8722 4.7503
30 N 0.0637 3.6971 4.5016
31 H 1.7086 2.5482 4.8155
32 C -0.3098 2.7679 3.6272
33 O 0.3514 1.6876 3.4633
34 H -1.6579 4.8418 4.1303
35 H -1.2267 2.9764 3.0305
36 H 2.0540 4.3136 4.8550
37 H -0.2499 5.8113 4.5379
38 H 2.1681 -0.0458 -3.3340
39 H 2.3047 -2.6461 -3.0404
40 C 3.0500 0.0290 -2.6934
41 C 3.2318 -2.4244 -2.4895
42 N 3.1239 -1.1327 -1.8274
43 H 2.9717 0.9249 -2.0643
44 C 3.2044 -0.9786 -0.4757
45 O 3.1015 0.0982 0.1134
46 H 3.4039 -3.2139 -1.7472
47 H 3.3963 -1.9416 0.0553
48 H 3.9458 0.0828 -3.3254
49 H 4.0638 -2.4207 -3.2140
50 O 0.1886 -0.7400 -2.3992
51 C -0.8616 -1.4551 -2.0022
52 C 0.4725 -3.2443 -0.6818
53 C -0.7383 -2.7012 -1.0838
54 H 1.3795 -2.6404 -0.8548
55 C 0.5569 -4.5077 -0.1223
56 H -1.6408 -0.7737 -1.6153
57 C -1.9171 -3.3353 -0.6224
58 H 1.5222 -4.9899 0.0460
59 C -0.6120 -5.2071 0.2283
60 C -1.8505 -4.5839 0.0080
61 H -2.8761 -2.8487 -0.7924
62 H -0.5772 -6.2101 0.6597
63 H -2.7764 -5.0857 0.3193
64 Si 0.2218 3.9341 -0.9380
65 Cl 0.3718 1.6510 -1.0394
66 C 1.6563 4.8611 -1.8253
67 C -1.2103 4.5007 0.2053
68 C -0.8457 4.3667 -2.5354
69 H 2.5668 4.2548 -1.8802
70 H 1.9070 5.7940 -1.3060
71 H 1.4098 5.1495 -2.8537
72 H -0.2837 4.1855 -3.4671
73 H -1.0428 5.4540 -2.4720
74 H -1.8056 3.8341 -2.5776
75 H -1.7212 3.6491 0.6800
76 H -1.9786 5.0463 -0.3497
77 H -0.8980 5.1698 1.0165
78 C -4.1920 0.6582 1.5947
79 C -2.7049 0.4418 1.6819
80 O -2.2528 -0.3166 2.5860
81 O -1.9825 1.0635 0.8175
82 H -4.6241 0.6795 2.5983
83 H -4.6552 -0.1812 1.0586
84 H -4.4372 1.5784 1.0592

***

Record 3
The following is a quantum chemistry calculation of 2 unconnected molecules or ions with the total composition C21H21N2O3 in a non-equilibrium geometry, from the OMol25 dataset.

Properties
Charge: +1
Lowest unoccupied orbital energy, eV: -5.6
Orbital gap, eV: 6.080
HOMO, Ha: -0.429
Energy relative to the best compared isomer or geometry (same formula, charge and spin), kJ/mol: 0.0
Largest force on an atom, eV/A: 3.0
Molar mass, g/mol: 349.4

Positions of all 47 atoms, in Å:
1 N -0.4414 0.8300 2.9955
2 N 0.3562 -0.2927 3.0931
3 C 1.7058 -0.1200 2.9443
4 O 2.2383 0.9602 2.9673
5 H -0.1754 1.5419 3.6620
6 H -0.3983 1.2733 2.0855
7 H -0.0998 -1.1106 2.6800
8 H 2.3330 -0.9882 2.7873
9 C -5.4684 -4.1519 -2.3537
10 O -4.4154 -4.2258 -1.4210
11 C -4.4182 -3.2330 -0.4501
12 C -3.3430 -3.2048 0.4496
13 C -3.2423 -2.2390 1.4079
14 C -4.2163 -1.2245 1.5282
15 C -4.0153 -0.2089 2.4930
16 C -4.7045 1.0111 2.6771
17 C -4.4355 1.7756 3.8359
18 C -5.1166 2.9293 4.0945
19 C -6.1023 3.3976 3.2166
20 O -6.8797 4.5353 3.5523
21 C -8.1131 4.3204 4.2301
22 C -8.2079 4.5455 5.6065
23 C -9.3742 4.2721 6.2816
24 C -10.4727 3.7799 5.6019
25 C -10.4012 3.5698 4.2380
26 C -9.2369 3.8345 3.5558
27 C -6.3191 2.6916 2.0252
28 C -5.6323 1.5455 1.7518
29 C -5.3454 -1.3115 0.6783
30 C -5.4274 -2.2686 -0.2921
31 H -5.3609 -4.9797 -3.0567
32 H -6.4295 -4.2415 -1.8455
33 H -5.4133 -3.2096 -2.9014
34 H -2.5922 -3.9675 0.3610
35 H -2.4016 -2.2338 2.0794
36 H -3.2069 -0.3866 3.1831
37 H -3.6905 1.4260 4.5300
38 H -4.9108 3.5029 4.9795
39 H -7.3417 4.9245 6.1232
40 H -9.4237 4.4268 7.3474
41 H -11.3785 3.5523 6.1367
42 H -11.2566 3.1834 3.7079
43 H -9.1721 3.6769 2.4925
44 H -7.0323 3.0791 1.3217
45 H -5.7575 1.0856 0.7906
46 H -6.1902 -0.6682 0.8414
47 H -6.2877 -2.2900 -0.9347